Record 1
Entry from the OMol25 dataset: 4 unconnected molecules or ions with the total composition C24H49N6O7S2 at a distorted geometry (the ωB97M-V functional and the def2-TZVPD basis).

Summary:
- Total charge: +1
- E_HOMO: -10.6 eV

```
88
Properties=species:S:1:pos:R:3:lowdin_charge:R:1
C 2.401 3.742 -2.168 -0.14
C 2.652 3.445 -0.598 -0.24
C 1.576 2.383 0.034 -0.15
C 2.299 0.967 0.400 -0.17
N 1.565 -0.185 -0.221 -0.26
C 0.876 -1.056 0.784 -0.18
C -0.702 -1.100 0.371 -0.16
C -1.372 -2.565 0.593 -0.16
C -2.970 -2.539 0.772 -0.11
N -3.758 -2.343 -0.498 -0.08
C -3.855 -0.907 -0.961 -0.11
C -4.878 -0.672 -2.188 -0.23
C -6.172 0.147 -1.587 -0.19
C -6.103 1.738 -1.856 -0.25
C -4.650 2.408 -1.638 -0.12
C -5.474 -2.013 -2.864 -0.14
C -4.632 -3.371 -2.608 -0.11
C -3.336 -3.201 -1.655 -0.29
N -2.237 -2.628 -2.498 0.14
C -1.467 -3.636 -2.893 -0.12
O -0.622 -4.569 -2.797 0.13
C 2.401 -0.958 -1.171 -0.99
S 1.914 -0.955 -2.802 0.62
S 3.933 -1.892 -0.660 0.79
C 5.261 -1.493 -1.926 -0.48
C 5.348 -2.644 -3.058 -0.31
C 6.275 -3.888 -2.548 -0.14
H 3.186 3.164 -2.801 0.08
H 1.361 3.384 -2.532 0.07
H 2.462 4.877 -2.403 0.08
H 3.736 3.094 -0.466 0.10
H 2.504 4.455 -0.042 0.10
H 0.751 2.245 -0.771 0.11
H 1.175 2.861 0.999 0.07
H 3.342 1.009 -0.117 0.11
H 2.455 0.862 1.547 0.13
H 1.271 -2.139 0.614 0.12
H 1.052 -0.766 1.880 0.12
H -1.312 -0.236 0.818 0.12
H -0.712 -0.930 -0.783 0.10
H -0.940 -2.953 1.605 0.13
H -0.996 -3.335 -0.195 0.12
H -3.232 -1.637 1.461 0.15
H -3.333 -3.502 1.292 0.15
H -4.743 -2.626 -0.274 0.20
H -4.244 -0.310 -0.039 0.14
H -2.847 -0.431 -1.232 0.13
H -4.366 0.006 -2.981 0.15
H -7.146 -0.227 -2.106 0.11
H -6.333 -0.045 -0.461 0.12
H -6.585 1.965 -2.881 0.12
H -6.809 2.228 -1.068 0.11
H -4.137 2.477 -2.676 0.09
H -4.836 3.491 -1.253 0.09
H -3.988 1.851 -0.875 0.07
H -5.478 -1.824 -4.014 0.14
H -6.572 -2.243 -2.591 0.12
H -5.327 -4.200 -2.174 0.13
H -4.270 -3.766 -3.634 0.13
H -3.056 -4.238 -1.222 0.18
H 6.296 -1.412 -1.434 0.09
H 5.055 -0.487 -2.476 0.09
H 4.260 -3.004 -3.259 0.09
H 5.808 -2.294 -4.052 0.11
H 5.628 -4.585 -1.888 0.07
H 7.222 -3.533 -1.996 0.08
H 6.638 -4.511 -3.463 0.08
C 1.567 2.047 4.642 0.05
N 0.819 2.769 3.580 -0.42
O 1.409 3.660 2.984 0.02
O -0.336 2.418 3.381 0.06
H 2.572 2.462 4.708 0.11
H 1.029 2.189 5.579 0.11
H 1.603 0.994 4.361 0.06
C 2.368 6.608 2.901 0.03
N 3.827 6.755 3.147 -0.44
O 4.530 5.773 2.955 0.06
O 4.215 7.851 3.525 0.06
H 2.168 5.589 2.572 0.05
H 1.853 6.819 3.838 0.10
H 2.091 7.324 2.127 0.10
C 1.777 -3.167 4.529 0.04
N 1.985 -1.876 5.236 -0.43
O 2.607 -1.004 4.642 0.04
O 1.518 -1.781 6.360 0.08
H 2.243 -3.109 3.546 0.09
H 2.240 -3.949 5.130 0.11
H 0.702 -3.322 4.438 0.10
```

Record 2
Entry from the OMol25 dataset: 3 unconnected molecules or ions with the total composition C24H50FN3O3P at a distorted geometry (the ωB97M-V functional and the def2-TZVPD basis).

Summary:
- Total charge: +1
- E_HOMO: -12.4 eV

```
82
Properties=species:S:1:pos:R:3:lowdin_charge:R:1
C 2.085 -6.830 -0.116 -0.06
C 1.039 -6.610 -1.214 -0.26
O 0.789 -5.230 -1.402 -0.15
C -0.343 -4.752 -0.699 -0.20
C -0.713 -3.412 -1.287 -0.16
O 0.403 -2.561 -1.441 -0.11
C 1.016 -2.234 -0.215 -0.18
C 1.708 -0.913 -0.398 -0.07
C 2.928 -0.875 -1.033 -0.04
C 3.639 -2.121 -1.484 -0.18
N 2.948 -2.834 -2.584 0.06
C 3.506 0.392 -1.232 -0.20
C 4.821 0.592 -1.910 0.02
N 2.906 1.489 -0.859 0.24
N 1.790 1.345 -0.253 -0.07
F 1.223 2.531 0.098 0.08
C 1.125 0.270 0.046 -0.21
P -0.507 0.242 0.907 0.98
C -0.676 1.777 1.889 -0.24
O -0.408 -0.879 2.115 -0.30
H 2.884 -6.114 -0.276 0.07
H 1.629 -6.661 0.855 0.07
H 2.469 -7.843 -0.169 0.08
H 1.417 -7.043 -2.134 0.12
H 0.139 -7.168 -0.956 0.12
H -1.176 -5.446 -0.785 0.13
H -0.101 -4.645 0.366 0.12
H -1.501 -2.930 -0.701 0.12
H -1.125 -3.571 -2.277 0.14
H 1.764 -2.986 0.044 0.13
H 0.255 -2.264 0.560 0.10
H 3.712 -2.764 -0.604 0.13
H 4.655 -1.938 -1.791 0.10
H 2.505 -3.668 -2.211 0.06
H 3.681 -3.206 -3.180 0.08
H 5.379 1.288 -1.289 0.10
H 5.405 -0.309 -1.952 0.07
H 4.683 1.063 -2.876 0.11
H -0.975 2.611 1.270 0.04
H -1.338 1.597 2.725 0.05
H 0.293 2.037 2.316 0.04
H 0.523 -1.060 2.304 0.07
C -2.651 -3.487 2.115 -0.12
C -4.042 -3.773 2.671 -0.26
C -5.149 -3.603 1.632 -0.22
C -5.284 -2.189 1.063 -0.23
C -5.530 -1.097 2.103 -0.27
C -6.834 -1.277 2.875 -0.11
H -2.560 -2.455 1.771 0.04
H -1.891 -3.644 2.884 0.08
H -2.426 -4.151 1.276 0.06
H -4.229 -3.131 3.535 0.10
H -4.069 -4.800 3.043 0.11
H -6.098 -3.913 2.074 0.10
H -4.967 -4.294 0.802 0.11
H -6.106 -2.184 0.341 0.11
H -4.385 -1.937 0.492 0.09
H -5.557 -0.131 1.590 0.10
H -4.693 -1.045 2.806 0.09
H -7.689 -1.282 2.196 0.08
H -6.976 -0.461 3.585 0.07
H -6.844 -2.208 3.441 0.07
C 0.943 5.055 -2.070 -0.11
C 1.394 5.601 -0.718 -0.28
C 0.731 6.927 -0.347 -0.23
C 1.034 8.085 -1.299 -0.23
C 2.518 8.407 -1.469 -0.27
C 3.196 8.846 -0.174 -0.11
H 1.200 5.732 -2.885 0.07
H 1.425 4.096 -2.280 0.05
H -0.138 4.898 -2.086 0.08
H 2.483 5.706 -0.710 0.10
H 1.153 4.870 0.057 0.08
H 1.030 7.199 0.668 0.10
H -0.354 6.783 -0.311 0.11
H 0.517 8.977 -0.933 0.11
H 0.603 7.874 -2.281 0.10
H 2.614 9.209 -2.204 0.11
H 3.049 7.547 -1.887 0.10
H 2.712 9.735 0.235 0.08
H 4.244 9.088 -0.352 0.07
H 3.166 8.062 0.585 0.06
```

Record 3
Entry from the OMol25 dataset: a molecular structure, C24H50N2O2OsP2 at a distorted geometry (the ωB97M-V functional and the def2-TZVPD basis).

Summary:
- Total charge: +4
- Energy relative to the best compared isomer or geometry (same formula, charge and spin): 0.0 kJ/mol
- E_HOMO (alpha / beta): -19.9 / -21.2 eV
- Spin multiplicity: 5

```
81
Properties=species:S:1:pos:R:3:lowdin_spin:R:1
Os 0.101 -0.072 -0.136 0.77
C 1.872 0.241 -0.828 0.10
O 2.953 0.479 -1.209 0.06
C -1.709 -0.445 0.358 0.11
O -2.802 -0.626 0.746 0.07
P 0.734 -2.194 0.720 0.25
C 1.148 -2.312 2.538 0.01
H 1.412 -3.370 2.710 0.00
C -0.574 -3.536 0.586 0.19
H -1.477 -2.958 0.862 0.05
C 2.281 -2.872 -0.068 0.20
H 3.028 -2.102 0.195 0.04
C 0.415 2.393 -2.690 0.09
P -0.506 2.026 -1.089 0.22
H -0.789 4.383 -0.821 0.00
H 1.466 2.452 -2.359 0.00
C -2.257 2.231 -1.717 0.12
H -2.151 2.982 -2.513 0.03
C -0.750 -4.043 -0.845 0.05
H 0.044 -4.747 -1.136 0.01
H -0.798 -3.226 -1.578 0.01
H -1.705 -4.590 -0.886 0.02
C -0.472 -4.722 1.563 0.05
H -1.150 -5.516 1.213 0.02
H -0.784 -4.462 2.581 0.00
H 0.538 -5.151 1.606 0.02
C 2.781 -4.199 0.511 0.06
H 2.923 -4.170 1.598 0.00
H 3.764 -4.407 0.069 0.03
H 2.130 -5.043 0.253 0.01
C 2.188 -2.929 -1.599 0.06
H 3.201 -2.776 -2.000 0.03
H 1.547 -2.139 -2.013 0.02
H 1.830 -3.906 -1.953 0.01
C 2.367 -1.457 2.893 0.01
H 3.303 -2.018 2.747 0.00
H 2.313 -1.162 3.951 0.00
H 2.422 -0.545 2.278 0.00
C -0.089 -1.962 3.364 0.01
H -0.428 -0.940 3.138 0.00
H 0.170 -2.006 4.429 0.00
H -0.924 -2.650 3.191 0.00
C 0.045 3.736 -3.343 0.03
H -0.119 4.557 -2.638 0.00
H -0.842 3.645 -3.982 0.00
H 0.879 4.039 -3.990 0.01
C 0.292 1.245 -3.694 0.03
H -0.671 1.264 -4.225 0.00
C -0.793 3.685 1.206 0.01
H 0.425 0.264 -3.215 0.02
H 1.089 1.364 -4.443 0.01
C 1.264 4.079 -0.229 0.01
H -0.022 3.486 1.954 0.00
H -1.224 4.675 1.421 0.00
H -1.583 2.943 1.354 0.00
C -0.213 3.664 -0.210 0.03
H 1.440 4.811 0.571 0.00
H 1.558 4.556 -1.175 0.00
H 1.925 3.215 -0.055 0.00
C -3.234 2.782 -0.678 0.01
H -3.402 2.055 0.130 0.01
H -4.197 2.948 -1.177 0.01
H -2.913 3.735 -0.246 0.00
C -2.823 0.956 -2.338 0.02
H -2.138 0.481 -3.048 0.00
H -3.750 1.218 -2.867 0.01
H -3.078 0.231 -1.557 0.01
H 0.100 1.105 1.052 0.02
H 0.609 0.171 1.428 0.02
C -2.998 1.732 3.720 0.04
C -1.565 1.713 4.032 0.20
N -0.523 1.337 3.295 0.07
C 0.602 1.510 4.094 0.27
C 0.206 1.965 5.334 0.33
N -1.165 2.088 5.269 0.04
H -3.526 0.972 4.310 0.02
H -3.435 2.706 3.975 0.01
H -3.151 1.503 2.658 0.00
H 1.592 1.281 3.724 0.01
H 0.780 2.196 6.205 0.01
H -1.799 2.430 5.979 0.00
```

no.,molecular weight (g/mol)
1,597.83
2,478.65
3,650.85